51
Properties=species:S:1:pos:R:3:forces:R:3:mulliken_charge:R:1 method="wB97M-V/def2-TZVPD" e_homo_ev="-12.86 / -12.84" charge=+1 multiplicity=2 homo_lumo_gap_ev="10.66 / 7.17"
Ag 0.230758 -0.027173 0.366269 0.2 0.0 0.1 2.161
C -1.067326 -3.793997 -0.657537 0.4 0.4 -0.7 0.693
F -1.733849 -4.798902 -1.172614 -0.2 -0.2 0.2 -0.203
F -1.053654 -3.868458 0.665111 -0.1 -0.2 0.2 -0.217
F 0.197843 -3.860113 -1.087894 0.0 0.1 0.0 -0.249
S -1.879772 -2.214898 -1.265650 -1.2 0.9 1.2 0.612
O -2.479677 -2.566740 -2.501543 0.6 0.1 -0.4 -0.474
O -2.812353 -1.785201 -0.257457 0.7 -0.1 0.5 -0.687
N -0.620235 -1.079288 -1.325537 -1.4 -1.7 -0.4 0.008
S -0.151512 -0.840218 -2.840963 2.5 1.2 -2.3 0.609
O 1.108951 -0.149516 -2.845309 -0.4 0.0 0.8 -0.639
O -0.239959 -1.944396 -3.737080 -0.5 -0.2 0.5 -0.549
C -1.283574 0.481649 -3.520975 -0.2 -0.1 0.6 0.665
F -2.443503 -0.020204 -3.910102 -0.1 0.1 0.0 -0.211
F -1.511625 1.394846 -2.548194 -0.1 -0.1 -0.1 -0.179
F -0.710376 1.112908 -4.524927 0.2 -0.1 -0.2 -0.222
O -0.877067 -1.484540 1.838016 0.1 -0.2 0.7 -0.378
H -1.732995 -1.733567 2.203369 -0.1 0.0 -0.3 0.230
H -0.217584 -1.904139 2.403743 0.0 0.1 0.0 0.234
C 1.991333 2.473182 -1.305423 0.6 0.0 -0.6 0.589
O 1.238283 1.694301 -0.732714 -0.1 0.5 0.4 -0.608
N 3.345961 2.306155 -1.369012 -0.8 0.3 0.0 -0.450
N 1.533090 3.575715 -1.964378 0.0 -0.3 0.2 -0.374
H 3.862666 2.838889 -2.043566 0.3 -0.1 0.2 0.160
H 3.782856 1.647021 -0.756310 0.1 -0.2 -0.2 0.185
H 0.548214 3.746993 -1.963618 -0.1 0.0 -0.2 0.174
H 2.145217 4.218131 -2.432100 -0.1 0.0 0.1 0.172
C -2.627573 1.810872 0.035525 -0.6 0.4 0.8 0.505
O -1.674959 1.119945 0.420027 -0.3 0.2 0.1 -0.705
N -3.893587 1.321258 0.090613 0.8 0.1 -0.1 -0.397
N -2.493243 3.131321 -0.247025 0.0 0.0 -0.3 -0.437
H -3.936522 0.333778 0.283552 -0.3 -0.1 -0.3 0.226
H -4.667378 1.825632 -0.300695 -0.1 -0.2 0.0 0.201
H -1.570586 3.495679 -0.394071 0.2 -0.2 0.1 0.197
H -3.244122 3.651339 -0.667878 0.0 -0.1 0.0 0.222
C 2.781147 -2.370295 0.991522 0.6 -0.2 0.9 0.541
O 2.032213 -1.400487 0.851992 -0.1 0.0 -0.3 -0.637
N 2.315593 -3.642603 1.102503 -0.5 0.6 -0.1 -0.358
N 4.106425 -2.187805 1.233449 0.1 -0.1 -0.3 -0.436
H 2.874221 -4.470979 1.012317 0.1 0.1 0.0 0.252
H 1.331096 -3.703767 0.908236 0.1 -0.4 -0.1 0.076
H 4.506040 -1.287856 1.038545 -0.2 0.1 0.0 0.222
H 4.753267 -2.953950 1.297735 -0.1 -0.1 0.0 0.180
C 0.304950 1.289860 3.309727 -0.9 0.7 -0.9 0.608
O 0.950841 0.840850 2.348943 0.4 -0.4 -0.4 -0.434
N -1.048820 1.365751 3.293169 0.0 0.0 1.0 -0.230
N 0.920382 1.882348 4.363945 -0.1 -0.5 -0.3 -0.429
H -1.520169 1.575829 4.156304 -0.1 0.1 -0.1 0.188
H -1.624076 1.051010 2.530633 0.4 -0.1 -0.4 0.153
H 1.895509 1.685814 4.502105 0.0 0.1 0.1 0.270
H 0.359252 2.217992 5.125197 0.2 0.0 0.2 0.167

11
Properties=species:S:1:pos:R:3:forces:R:3:mulliken_charge:R:1 method="wB97M-V/def2-TZVPD" e_homo_ev=-10.54 smiles="N[C@@](O)(Cl)C(=O)O" charge=0 homo_lumo_gap_ev=11.08
N 1.415380 -0.345263 0.037915 -0.2 -0.4 0.4 -0.443
C 0.025705 -0.367182 -0.256942 2.1 -0.9 1.0 0.678
O -0.125143 -0.667159 -1.591162 -0.5 0.2 1.2 -0.514
Cl -0.974041 -1.732014 0.694029 0.4 0.3 -0.2 -0.360
C -0.569092 1.028663 0.148218 -1.0 -2.3 -0.2 0.437
O -0.444300 1.895263 -0.664319 0.0 0.8 0.4 -0.520
O -1.240882 1.015511 1.282251 -0.7 -1.4 0.5 -0.493
H 1.948249 -1.171186 -0.255102 -0.5 0.6 0.2 0.243
H 1.763609 0.096828 0.892432 -0.5 -0.5 -0.4 0.210
H -0.282596 0.252200 -1.796007 -0.2 0.9 -2.1 0.352
H -1.516888 -0.005661 1.508690 1.2 2.7 -0.8 0.409

15
Properties=species:S:1:pos:R:3:forces:R:3:mulliken_charge:R:1 method="wB97M-V/def2-TZVPD" e_homo_ev="-11.15 / -15.57" charge=+1 multiplicity=3 homo_lumo_gap_ev="6.45 / 10.07"
C 1.362958 1.265331 0.748462 2.0 1.3 0.1 -0.118
C -0.557501 1.329279 -0.572952 -3.1 2.9 -2.9 -0.425
N -2.072609 0.032616 0.564040 -1.8 -1.6 0.9 -0.446
N -1.905608 1.038566 -0.129826 1.5 1.6 0.3 0.079
N 0.476873 0.663596 0.093699 1.7 -1.1 -1.3 0.062
N 0.292798 -1.845064 -0.617447 0.0 -0.5 -3.5 -0.861
H 1.337130 2.349748 1.009282 -0.5 -1.0 -0.1 0.293
H 2.346895 0.782545 0.868716 -0.7 -0.1 0.5 0.257
H -0.663459 -1.560746 -0.950747 1.0 -0.5 0.2 0.296
H -0.663552 0.975491 -1.617100 1.2 -0.1 0.1 0.293
H -0.476146 2.469305 -0.706444 0.3 -1.6 0.7 0.359
H -3.045508 -0.266118 0.641529 0.1 -0.6 0.3 0.255
H 0.090655 -2.647690 -0.025315 0.4 0.1 0.2 0.271
H 0.798849 -2.230220 -1.513380 -1.3 0.7 2.2 0.313
H 0.714959 -0.377754 -0.390805 -0.9 0.3 2.0 0.371

13
Properties=species:S:1:pos:R:3:forces:R:3:mulliken_charge:R:1 method="wB97M-V/def2-TZVPD" e_homo_ev="-8.08 / -8.42" charge=0 homo_lumo_gap_ev="7.83 / 8.20"
C -2.016181 0.611859 -0.887706 -1.0 -1.1 0.5 -0.239
C -1.929769 -0.794665 -0.681149 3.6 2.8 0.4 -0.507
C -1.010944 1.500342 -0.619393 0.2 1.3 -1.0 -0.002
C 0.537621 -0.086937 0.004370 0.1 0.3 -0.9 0.249
C 2.885109 -0.842573 1.382479 -0.6 5.5 0.3 -0.854
N 0.223022 1.103350 -0.317913 0.5 0.8 1.2 -0.476
P -0.360239 -1.522142 -0.191348 -1.6 -0.4 0.1 -0.055
H -2.889122 1.173043 -1.209784 -0.5 -0.8 0.0 0.306
H -2.743955 -1.414569 -0.753959 -1.9 -1.3 -0.5 0.407
H -1.275915 2.602538 -0.794275 1.0 -1.6 0.4 0.273
H 2.213271 -0.065683 1.919029 1.5 -1.7 -0.8 0.256
H 3.714943 -0.446728 0.784558 -0.5 -0.3 0.3 0.270
H 2.652159 -1.817834 1.365092 -0.8 -3.3 0.1 0.372

8
Properties=species:S:1:pos:R:3:forces:R:3:mulliken_charge:R:1 method="wB97M-V/def2-TZVPD" e_homo_ev="-9.85 / -12.61" charge=+1 multiplicity=2 homo_lumo_gap_ev="5.30 / 7.96"
O 1.332700 0.443276 -0.163528 -0.1 -3.0 1.1 -0.933
Mg -0.143799 1.531993 -0.347168 -0.3 -1.3 0.4 1.092
O -1.584434 0.439789 0.161044 1.1 0.7 -0.5 -0.517
C -2.947387 0.233865 -0.003715 -1.1 -0.3 0.3 -0.618
La 1.107319 -1.742673 0.629309 -0.2 4.0 -1.4 1.303
H -3.139989 -0.643016 -0.649340 0.0 0.1 0.3 0.240
H -3.419892 0.089185 0.986001 0.1 -0.3 -0.4 0.229
H -3.545726 1.048640 -0.450948 0.6 0.1 0.0 0.204

14
Properties=species:S:1:pos:R:3:forces:R:3:mulliken_charge:R:1 method="wB97M-V/def2-TZVPD" e_homo_ev=-9.68 smiles="COCCC=O" charge=0 homo_lumo_gap_ev=10.59
C -1.545355 -1.481906 0.108330 -0.2 -0.2 0.0 -0.701
O -0.802190 -0.294149 0.054934 -0.1 0.1 0.0 -0.292
C 0.461180 -0.326662 0.674678 0.2 0.0 0.1 -0.521
C 1.047726 1.049977 0.404656 0.0 0.0 0.0 -0.492
C 1.395236 1.220470 -1.058121 0.2 0.2 -0.1 -0.012
O 2.161532 2.052203 -1.480064 -0.3 -0.3 0.2 -0.478
H -2.433866 -1.308521 -0.503683 0.1 -0.1 0.1 0.240
H -1.862551 -1.724062 1.133873 0.1 0.0 -0.1 0.276
H -0.989380 -2.337979 -0.302580 0.0 0.1 0.1 0.295
H 1.091517 -1.124157 0.240130 -0.1 0.1 0.0 0.346
H 0.385076 -0.525389 1.755939 -0.1 0.1 -0.2 0.399
H 1.918852 1.294353 1.019642 -0.1 -0.1 -0.1 0.335
H 0.259366 1.777204 0.639249 0.2 0.0 0.0 0.261
H 0.877348 0.516987 -1.744935 0.1 0.1 0.0 0.344